Entry 1:
Computed, not measured: a single C19H22N4O6S2 molecule, with wB97M-V/def2-TZVPD.

Summary:
- SMILES string = O=C(c1ccc(N2CCOCC2)c([N+](=O)[O-])c1)N1CCN(S(=O)(=O)c2cccs2)CC1
- total charge = 0
- frontier orbital gap (eV) = 7.980
- E_HOMO (Eh) = -0.306
- relative energy (zero: lowest compared OMol25 entry of this formula, charge and spin) (kJ/mol) = 593.1

Element x y z (Å)
1 S 5.4830 -0.4065 -1.0813
2 S 4.6709 2.4647 -0.5612
3 O 5.4731 0.0745 -2.4275
4 O 6.5586 -1.2214 -0.6110
5 O -2.7191 2.5860 -1.1715
6 O 0.6466 -2.4178 1.8581
7 O -2.3004 2.5932 0.9391
8 O -6.8401 0.7485 0.2843
9 N -4.4869 -0.1675 -1.0238
10 N 1.7798 -0.8435 0.7037
11 N -2.4716 2.0226 -0.1193
12 N 4.0875 -1.2695 -0.8643
13 C -6.2799 -0.5042 0.5867
14 C -5.1081 1.1003 -1.3523
15 C -2.2828 0.6006 -0.1380
16 C -1.4705 -2.0472 -0.1800
17 C -0.6196 -1.0902 0.3790
18 C -2.6992 -1.6900 -0.6669
19 C 1.9694 -0.0491 -0.4887
20 C 4.9854 3.2170 0.9545
21 C 3.9103 -1.9928 0.3709
22 C 5.3956 1.0080 -0.0075
23 C -5.5217 -1.1022 -0.6129
24 C -1.0501 0.2203 0.3954
25 C 5.6253 2.3876 1.8216
26 C 3.0268 -1.2114 1.3480
27 C -5.8488 1.6628 -0.1343
28 C 0.6503 -1.5250 1.0309
29 C 2.8715 -0.8062 -1.4792
30 C -3.1930 -0.3643 -0.6336
31 C 5.8641 1.1117 1.2662
32 H -5.1469 1.8586 0.6902
33 H 5.9189 2.6702 2.8160
34 H -5.5833 -0.4136 1.4360
35 H 2.4347 0.9019 -0.2059
36 H 2.3276 -1.6773 -1.8638
37 H -6.3685 2.5867 -0.3882
38 H -5.8503 0.8948 -2.1323
39 H -1.1475 -3.0756 -0.2240
40 H 2.7830 -1.8276 2.2149
41 H 4.6834 4.2330 1.1135
42 H -3.3137 -2.4511 -1.1201
43 H 6.3671 0.3048 1.7661
44 H 1.0118 0.1540 -0.9663
45 H -6.2139 -1.2485 -1.4477
46 H 3.4369 -2.9549 0.1459
47 H 3.1578 -0.1679 -2.3151
48 H -7.1115 -1.1507 0.8711
49 H 3.5322 -0.2963 1.6740
50 H -0.4335 0.9939 0.8302
51 H -4.3861 1.8105 -1.7475
52 H -5.1072 -2.0616 -0.3145
53 H 4.9028 -2.1724 0.7822

***

Entry 2:
Computed, not measured: a molecular structure, C27H41Cl3ErN3O3Si, with wB97M-V/def2-TZVPD.

Summary:
- total charge = 0
- 2S+1 = 4
- frontier orbital gap (spin up / spin down) (eV) = 7.831 / 7.824
- E_HOMO (spin up / spin down) (Eh) = -0.297 / -0.297

Element x y z (Å)
1 Er 1.1454 -1.1834 -1.9094
2 Cl 2.8529 0.4926 -1.1108
3 Cl -0.0386 -0.9740 0.1292
4 Cl 0.7331 -0.1152 -4.2129
5 Si -0.5697 3.8082 -1.2409
6 O -1.0103 -2.2484 -2.2520
7 O 2.8407 -2.4702 -2.7756
8 O -1.0129 2.9028 0.0233
9 N -3.0173 -1.4404 -1.4807
10 N 4.8552 -2.0859 -3.8172
11 N 1.7298 -2.9943 -0.2241
12 C -2.3645 4.9892 1.9586
13 C -1.0652 2.8714 1.4645
14 C -1.5773 -0.7662 2.4900
15 C 2.3900 -6.1668 3.9018
16 C -3.0424 -0.3527 -2.4545
17 C 1.7548 -4.2331 2.0405
18 C 0.4623 0.0211 3.4565
19 C 0.3013 1.2560 2.8184
20 C 4.0606 -2.1058 -2.7490
21 C -0.4774 -1.0058 3.2974
22 C -1.4068 3.0899 -2.7688
23 C -4.7339 3.3529 2.8155
24 C -1.0426 5.6026 -1.0824
25 C 3.0146 -4.9146 3.9678
26 C -1.9603 -2.2734 -1.4376
27 C 4.5495 -2.8529 -5.0200
28 C 1.2783 3.5541 -1.4300
29 C -2.3590 3.4935 1.9946
30 C -1.7183 0.4439 1.7990
31 C 2.6605 -3.9111 3.0664
32 C 0.9538 -5.3838 2.1252
33 C 5.9324 -1.1061 -3.8996
34 C 1.3292 -6.3875 3.0157
35 C -4.0177 -1.4042 -0.4154
36 C -0.8109 1.4812 2.0098
37 C 1.7218 -3.4935 0.8337
38 C -3.4286 2.7795 2.3989
39 H 0.7999 -7.3411 2.9978
40 H -1.3461 5.4033 1.9870
41 H -2.5505 0.6058 1.1073
42 H 1.7412 3.3518 -0.4464
43 H 1.0023 2.0806 2.9815
44 H -5.3380 3.7187 1.9678
45 H 5.8086 -0.4047 -3.0688
46 H -3.3989 1.7036 2.4844
47 H -0.5560 6.0701 -0.2183
48 H 3.5567 -3.2988 -4.9239
49 H 4.5142 -1.7648 -1.8044
50 H -2.1385 5.6718 -1.0032
51 H 3.0583 -2.8946 3.1499
52 H -0.7755 2.2825 -3.1746
53 H -2.4030 2.6704 -2.5498
54 H -5.0158 -1.6504 -0.8052
55 H -4.0075 -0.3515 -2.9790
56 H 1.8030 4.4345 -1.8621
57 H -2.8680 5.3522 1.0518
58 H -4.0604 -0.3928 0.0177
59 H 3.7917 -4.7247 4.7102
60 H 5.8758 -0.5767 -4.8593
61 H 1.3335 -0.1531 4.0775
62 H -0.3338 -1.9921 3.7522
63 H 2.7246 -6.9767 4.5551
64 H 0.0644 -5.4733 1.4947
65 H 6.9183 -1.5855 -3.8473
66 H -0.7508 6.2027 -1.9530
67 H -0.2300 3.5033 1.7979
68 H -2.9042 5.3740 2.8294
69 H -3.7522 -2.1279 0.3651
70 H -5.2980 2.5606 3.3298
71 H 4.6000 -2.1848 -5.8864
72 H 5.3102 -3.6310 -5.1628
73 H -4.5712 4.1685 3.5359
74 H -2.9305 0.6142 -1.9365
75 H -2.3254 -1.5482 2.3277
76 H 1.4781 2.6702 -2.0651
77 H -1.9770 -2.9636 -0.5732
78 H -2.2138 -0.5080 -3.1543
79 H -1.5482 3.8361 -3.5730

***

Entry 3:
Computed, not measured: 2 unconnected molecules or ions with the total composition C5H14NO, with wB97M-V/def2-TZVPD.

Summary:
- total charge = +1
- frontier orbital gap (eV) = 12.689
- E_HOMO (Eh) = -0.571
- relative energy (zero: lowest compared OMol25 entry of this formula, charge and spin) (kJ/mol) = 89.5

Element x y z (Å)
1 O 0.2825 -0.9115 -3.1054
2 N -0.8527 -0.7246 -0.0025
3 C 0.3444 -1.2917 0.7396
4 C 0.1437 0.8025 1.7075
5 C -0.7049 0.8606 0.3627
6 C -0.1427 1.5030 -0.8247
7 C 0.4935 -0.6165 2.0728
8 H 0.8794 1.3057 -1.1553
9 H 1.5313 -0.7223 2.3687
10 H 1.0250 1.3812 1.3810
11 H -0.7304 1.5962 -1.7169
12 H 0.0861 2.5638 -0.6122
13 H 1.1267 -0.9322 0.0433
14 H -0.3421 1.4169 2.4625
15 H -1.7126 -1.0712 0.4039
16 H 0.5651 -1.7945 -3.3755
17 H -1.6711 1.2727 0.6789
18 H 0.1814 -0.4442 -3.9588
19 H -0.0797 -1.0489 2.9055
20 H 0.3974 -2.3675 0.6436
21 H -0.8203 -0.7773 -1.0187

***

Entry 4:
Computed, not measured: a molecular structure, C2HCl2N2O, with wB97M-V/def2-TZVPD.

Summary:
- total charge = +1
- frontier orbital gap (eV) = 8.953
- E_HOMO (Eh) = -0.598
- relative energy (zero: lowest compared OMol25 entry of this formula, charge and spin) (kJ/mol) = 269.0

Element x y z (Å)
1 Cl 2.2298 -0.3784 0.4041
2 Cl -0.3214 -1.8806 0.3212
3 O 0.0468 2.0152 -0.1420
4 N -1.3043 -0.8209 -1.4121
5 N -1.0745 0.2880 -1.3274
6 C 0.4968 -0.3200 0.7403
7 C -0.2534 0.9054 -0.3623
8 H 0.1802 0.1914 1.7782

***

no.,largest force on an atom (eV/A)
1,1.32
2,3.25
3,3.46
4,6.37